Entry from OMol25: 4 unconnected molecules or ions with the total composition C15H25F3NO11S2 in a non-equilibrium geometry (wB97M-V/def2-TZVPD).

Its spin multiplicity is 1. For the HOMO energy, the calculation gives -0.1864 Ha. The molecular weight is 516.49 g/mol. For the gap between HOMO and LUMO, the calculation gives 7.25 eV. The net charge is -1. As for the total energy: -69796.687 eV. The strongest force on any atom comes out at 1.966 eV/Å.

Cartesian coordinates (Å):
S: -1.687 1.637 -3.379
S: -0.278 0.394 -0.435
F: -3.470 -2.570 -5.101
F: -1.097 -0.829 2.276
F: -2.621 0.303 -6.261
O: -0.933 -0.940 -5.686
O: -0.461 1.834 -4.088
O: -2.592 -2.076 1.268
O: -0.502 3.980 0.401
O: -2.343 -2.814 -3.248
O: -1.544 2.436 -2.004
O: 4.829 -3.280 1.853
O: 1.839 0.502 2.139
O: -2.810 2.129 -4.098
O: -4.748 -1.058 -0.925
O: -4.742 0.432 -2.550
N: -2.661 -0.709 -4.160
C: 5.088 -4.656 1.588
C: -4.189 -0.322 -1.735
C: -2.784 -2.082 -4.072
C: -2.634 -0.357 -1.662
C: -0.356 6.184 1.409
C: -2.713 0.271 0.811
C: -1.991 -0.452 -5.437
C: 2.783 -1.456 3.219
C: -0.236 4.683 1.609
C: 5.873 -5.296 2.719
C: -2.130 0.586 -0.576
C: -2.490 2.024 -1.006
C: -1.923 -0.163 -3.029
C: 2.884 0.042 2.987
C: -2.166 -0.981 1.432
H: 3.593 -1.809 3.859
H: 4.123 -5.145 1.469
H: 5.636 -4.741 0.644
H: 0.768 4.422 1.961
H: -3.528 2.124 -1.313
H: 6.058 -6.353 2.520
H: -0.164 6.721 2.340
H: 6.834 -4.794 2.854
H: -2.397 -1.365 -1.334
H: 5.326 -5.206 3.658
H: 0.354 6.530 0.655
H: 0.998 0.296 2.560
H: -0.135 -0.905 -0.767
H: 1.829 -1.706 3.690
H: 3.827 0.290 2.499
H: 5.677 -2.837 1.948
H: 2.836 0.583 3.940
H: -2.334 2.674 -0.155
H: 2.827 -1.990 2.275
H: -1.355 6.441 1.055
H: -2.424 1.100 1.461
H: 0.140 4.274 -0.252
H: -0.926 -0.586 -2.947
H: -0.959 4.338 2.348
H: -3.799 0.251 0.774

Atom-resolved charges from natural (NBO), all expressed in e:
1 S 2.3509
2 S -0.0343
3 F -0.3195
4 F -0.3719
5 F -0.2629
6 O -0.5267
7 O -0.9487
8 O -0.5020
9 O -0.7220
10 O -0.5488
11 O -0.6780
12 O -0.7162
13 O -0.7197
14 O -0.9178
15 O -0.7478
16 O -0.7499
17 N -0.5310
18 C -0.0609
19 C 0.7433
20 C 0.9824
21 C -0.4124
22 C -0.6329
23 C -0.5576
24 C 0.9909
25 C -0.6332
26 C -0.0597
27 C -0.6328
28 C -0.0703
29 C -0.1402
30 C -0.2473
31 C -0.0564
32 C 0.8800
33 H 0.2003
34 H 0.1823
35 H 0.1544
36 H 0.1599
37 H 0.2514
38 H 0.2097
39 H 0.2050
40 H 0.1937
41 H 0.2587
42 H 0.2125
43 H 0.1977
44 H 0.4729
45 H 0.1285
46 H 0.1969
47 H 0.1655
48 H 0.4585
49 H 0.1419
50 H 0.2183
51 H 0.2317
52 H 0.2124
53 H 0.2200
54 H 0.4710
55 H 0.2488
56 H 0.1722
57 H 0.2892

Entry from OMol25: a molecular structure, C15H25MnN5O5Si in a non-equilibrium geometry (wB97M-V/def2-TZVPD).

Its spin multiplicity is 5. For the HOMO energy (spin up / spin down), the calculation gives -0.3711 / -0.3710 Ha. The molecular weight is 438.42 g/mol. As for the expectation value of S²: 6.03. For the gap between HOMO and LUMO (spin up / spin down), the calculation gives 6.64 / 7.13 eV. The net charge is +1. As for the total energy: -72845.654 eV. The strongest force on any atom comes out at 1.857 eV/Å.

Cartesian coordinates (Å):
Mn: 0.137 -0.192 -0.746
Si: -2.068 -1.742 1.258
O: 1.360 0.156 0.985
O: -0.013 1.681 0.243
O: 0.416 5.357 3.923
O: 1.892 4.545 5.489
O: -1.156 -0.958 0.189
N: -0.269 -1.402 -2.315
N: 3.122 0.655 -3.607
N: -0.292 -2.302 -4.481
N: 1.304 -0.722 -3.877
N: 1.562 0.485 -1.890
C: 1.056 2.098 2.333
C: -3.753 -0.866 1.500
C: 0.465 3.367 2.457
C: 1.088 5.652 5.131
C: -1.441 -3.132 -4.170
C: 2.272 2.360 4.417
C: -1.102 -1.788 2.912
C: -2.307 -3.515 0.557
C: 1.711 3.613 4.524
C: 1.990 0.154 -3.067
C: 1.931 1.610 3.302
C: 0.051 -2.143 -5.882
C: 0.774 1.269 1.144
C: 0.200 -1.482 -3.523
C: 0.814 4.104 3.560
H: -0.498 -2.884 -6.460
H: 1.115 -2.320 -6.067
H: -0.045 -1.965 2.727
H: -1.367 -3.937 0.212
H: -0.224 3.733 1.714
H: -4.331 -0.829 0.582
H: -1.582 -3.847 -4.976
H: -1.189 -0.835 3.427
H: -1.073 -2.004 -2.145
H: -2.698 -4.162 1.334
H: 2.948 1.994 5.170
H: -2.351 -2.534 -4.064
H: -3.007 -3.537 -0.274
H: 2.156 1.179 -1.433
H: -4.348 -1.382 2.247
H: 1.703 -0.890 -4.791
H: -3.605 0.156 1.834
H: 2.348 0.624 3.163
H: 3.463 0.379 -4.513
H: 3.730 1.226 -3.047
H: -1.272 -3.699 -3.254
H: 1.726 6.541 4.997
H: -1.476 -2.568 3.570
H: -0.225 -1.150 -6.250
H: 0.357 5.847 5.931

Atom-resolved charges from natural (NBO), all expressed in e:
1 Mn 1.6416
2 Si 1.8551
3 O -0.7279
4 O -0.7225
5 O -0.4823
6 O -0.4612
7 O -1.1433
8 N -0.8382
9 N -0.7768
10 N -0.3907
11 N -0.6011
12 N -0.8091
13 C -0.1996
14 C -1.1155
15 C -0.2289
16 C 0.2324
17 C -0.4230
18 C -0.2703
19 C -1.1206
20 C -1.1210
21 C 0.2649
22 C 0.6692
23 C -0.1445
24 C -0.4252
25 C 0.7772
26 C 0.6696
27 C 0.2844
28 H 0.2456
29 H 0.2021
30 H 0.2391
31 H 0.2245
32 H 0.2456
33 H 0.2326
34 H 0.2349
35 H 0.2392
36 H 0.4179
37 H 0.2446
38 H 0.2376
39 H 0.2156
40 H 0.2233
41 H 0.4110
42 H 0.2419
43 H 0.4231
44 H 0.2419
45 H 0.2370
46 H 0.4139
47 H 0.4254
48 H 0.2229
49 H 0.1662
50 H 0.2380
51 H 0.2149
52 H 0.1682

Entry from OMol25: a molecular structure, C15H25MnO4P in a non-equilibrium geometry (wB97M-V/def2-TZVPD).

Its spin multiplicity is 5. For the HOMO energy (spin up / spin down), the calculation gives -0.7259 / -0.7423 Ha. The molecular weight is 355.27 g/mol. As for the expectation value of S²: 6.07. For the gap between HOMO and LUMO (spin up / spin down), the calculation gives 6.51 / 5.18 eV. The net charge is +3. As for the total energy: -64722.821 eV. The strongest force on any atom comes out at 10.630 eV/Å.

Cartesian coordinates (Å):
Mn: 1.353 1.334 -1.781
P: -0.889 -0.923 0.896
O: -1.464 1.167 -2.769
O: 1.422 4.071 -2.840
O: 3.946 1.170 -3.261
O: 1.710 2.805 0.781
C: 1.347 2.983 -2.436
C: -0.207 -1.295 3.720
C: -0.994 -1.848 2.525
C: 1.619 2.176 -0.202
C: -2.839 0.948 0.654
C: 2.955 1.224 -2.645
C: 0.815 -2.176 -0.862
C: -1.368 0.870 1.074
C: 1.115 0.010 -5.029
C: -0.362 1.192 -2.377
C: -2.474 -2.138 2.869
C: 1.905 -1.111 1.164
C: 0.785 -1.010 0.133
C: -1.162 1.437 2.467
C: 1.111 1.305 -5.337
H: -3.029 -2.479 1.981
H: 2.042 1.867 -5.514
H: 1.837 -2.030 1.763
H: -0.763 1.418 0.347
H: -2.982 -1.272 3.320
H: 0.804 -0.982 3.442
H: -0.118 1.360 2.804
H: -2.951 0.596 -0.381
H: -1.823 0.955 3.202
H: 2.052 -0.561 -4.938
H: -3.478 0.326 1.301
H: 0.917 -0.042 -0.480
H: -3.218 1.975 0.717
H: 1.802 -2.203 -1.345
H: -0.724 -0.463 4.216
H: 1.938 -0.243 1.829
H: 0.178 -0.558 -4.932
H: -0.091 -2.102 4.459
H: 0.067 -2.039 -1.647
H: 0.632 -3.145 -0.378
H: 2.868 -1.152 0.638
H: 0.169 1.855 -5.505
H: -2.511 -2.957 3.598
H: -1.409 2.508 2.489
H: -0.531 -2.823 2.269

Atom-resolved charges from natural (NBO), all expressed in e:
1 Mn 0.2990
2 P 1.4450
3 O -0.2938
4 O -0.2664
5 O -0.2520
6 O -0.2428
7 C 0.6129
8 C -0.6197
9 C -0.5150
10 C 0.5031
11 C -0.6291
12 C 0.5204
13 C -0.6432
14 C -0.5179
15 C -0.2547
16 C 0.5391
17 C -0.6288
18 C -0.6471
19 C -0.4412
20 C -0.6317
21 C -0.2508
22 H 0.2338
23 H 0.2370
24 H 0.2768
25 H 0.1824
26 H 0.2320
27 H 0.2143
28 H 0.2207
29 H 0.2148
30 H 0.2482
31 H 0.2332
32 H 0.2490
33 H 0.0799
34 H 0.2641
35 H 0.2400
36 H 0.2389
37 H 0.2310
38 H 0.2338
39 H 0.2807
40 H 0.2234
41 H 0.2769
42 H 0.2521
43 H 0.2412
44 H 0.2767
45 H 0.2695
46 H 0.2645

Entry from OMol25: a single C15H25N3O2 molecule (wB97M-V/def2-TZVPD).

Its spin multiplicity is 1. For the HOMO energy, the calculation gives -0.2895 Ha. The molecular weight is 279.38 g/mol. For the gap between HOMO and LUMO, the calculation gives 8.46 eV. As for the total energy: -24527.270 eV. The strongest force on any atom comes out at 0.583 eV/Å. The SMILES is Cc1nc(NC[C@@H]2CCCO2)[nH]c(=O)c1CCC(C)C.

Cartesian coordinates (Å):
O: -1.095 2.237 -0.901
O: 5.141 -1.004 0.390
N: 0.471 -1.331 0.138
N: 2.467 -0.296 0.520
N: 0.645 0.960 -0.239
C: 4.784 0.253 0.923
C: 1.176 -0.237 0.123
C: -5.243 0.482 0.057
C: 3.448 0.744 0.334
C: 6.385 0.654 -0.799
C: -1.461 -0.098 -0.567
C: 5.946 1.185 0.569
C: -1.556 -2.577 -0.149
C: -5.882 -0.871 -0.249
C: -5.938 1.122 1.257
C: 5.931 -0.815 -0.775
C: -3.742 0.350 0.335
C: -0.841 -1.262 -0.200
C: -0.702 1.124 -0.598
C: -2.918 0.004 -0.911
H: 5.889 1.197 -1.603
H: 6.745 1.063 1.299
H: -2.429 -2.518 0.497
H: 1.204 1.803 -0.243
H: -0.875 -3.333 0.231
H: -5.522 2.106 1.461
H: -1.888 -2.867 -1.144
H: 5.345 -1.071 -1.665
H: 3.143 1.653 0.864
H: -3.266 -0.929 -1.353
H: 6.774 -1.509 -0.706
H: 2.842 -1.230 0.618
H: -3.370 1.300 0.724
H: -5.447 -1.320 -1.139
H: -5.376 1.137 -0.811
H: 3.580 0.981 -0.732
H: -3.040 0.808 -1.640
H: -5.741 -1.554 0.587
H: 5.647 2.230 0.543
H: -6.950 -0.755 -0.419
H: 7.459 0.741 -0.944
H: -3.583 -0.410 1.104
H: 4.658 0.112 2.001
H: -7.004 1.233 1.069
H: -5.809 0.505 2.144

Atom-resolved charges from natural (NBO), all expressed in e:
1 O -0.6400
2 O -0.5311
3 N -0.5688
4 N -0.5921
5 N -0.6064
6 C 0.0958
7 C 0.6216
8 C -0.2148
9 C -0.2500
10 C -0.4405
11 C -0.2287
12 C -0.4255
13 C -0.6570
14 C -0.6055
15 C -0.5976
16 C -0.0758
17 C -0.3811
18 C 0.2879
19 C 0.6461
20 C -0.4197
21 H 0.2074
22 H 0.2181
23 H 0.2231
24 H 0.4159
25 H 0.2354
26 H 0.2079
27 H 0.2250
28 H 0.1763
29 H 0.1975
30 H 0.2032
31 H 0.1873
32 H 0.4269
33 H 0.2119
34 H 0.2046
35 H 0.1930
36 H 0.1831
37 H 0.2312
38 H 0.1978
39 H 0.2180
40 H 0.2070
41 H 0.2231
42 H 0.1881
43 H 0.1995
44 H 0.2036
45 H 0.1982